[1]
C4H8N2 | ωB97M-V with the def2-TZVPD basis set

Geometry as XYZ:
```
14
Properties=species:S:1:pos:R:3:forces:R:3
N -2.56535 -0.60308 -0.18700 -0.3 0.1 0.5
N -2.09061 0.69120 -0.38447 0.2 0.0 0.2
C 1.57836 0.32375 0.25998 -0.8 0.0 -0.2
C -0.85480 0.91488 -0.16563 -0.2 -0.5 0.3
C 2.51168 -0.23951 -0.49187 0.0 -0.6 -0.3
C 0.12074 -0.13161 0.32257 0.7 0.0 0.5
H -0.50461 1.93523 -0.30990 -0.1 -0.1 -0.2
H -0.00776 -1.06429 -0.23454 0.0 0.1 -0.2
H 1.80573 1.21595 0.83896 0.1 -0.1 0.0
H 3.53213 0.13497 -0.52500 -0.2 0.0 0.1
H -2.16001 -1.10594 0.60983 0.2 0.3 -0.3
H -0.10125 -0.40724 1.38011 0.0 0.3 -0.4
H 2.30119 -1.13046 -1.11223 0.1 0.6 0.4
H -3.56544 -0.53385 -0.00083 0.3 0.0 -0.3
```
Positions in Å, forces in eV/Å.

Results
- structure (SMILES) = C=CC/C=N\N
- orbital gap (eV) = 10.202
- energy above the lowest of the compared OMol25 structures with the same formula, charge and spin (kcal/mol) = 42.5

These are the Mulliken partial charges, in e, on atoms 1 to 6: -0.45, -0.43, -0.16, -0.01, -0.73, -0.53

[2]
C5H11NS2 | ωB97M-V with the def2-TZVPD basis set

Geometry as XYZ:
```
19
Properties=species:S:1:pos:R:3:forces:R:3
S 3.54296 -2.41355 -0.97502 -0.2 -0.1 -0.5
S -3.28341 2.55485 1.84878 1.0 0.0 -0.3
N 0.14320 0.62976 -0.02057 0.3 -1.7 0.4
C -0.01124 -0.85999 0.11057 -2.3 0.3 1.2
C 2.20458 -1.13242 -0.80818 2.4 0.5 0.6
C -2.20132 1.63615 0.60475 -0.4 0.0 -0.1
C 0.75901 -1.62231 -0.99509 0.9 -0.3 2.6
C -0.65138 1.48760 0.81505 -1.3 -0.8 3.7
H 2.38670 -0.83482 0.28872 -0.8 0.0 -1.7
H -0.18540 2.45628 0.97199 0.0 0.5 -0.7
H 0.34768 -1.49163 -1.95827 -0.4 0.8 -1.3
H -1.14725 -1.11114 0.03914 1.6 0.2 0.3
H 2.54222 -0.22075 -1.44553 -1.1 -1.4 0.9
H 0.17367 0.83833 -0.99696 -0.2 0.5 -0.4
H 0.68128 -2.74731 -0.87531 0.3 1.2 0.4
H 0.32397 -1.14200 1.21101 -0.5 0.3 -2.3
H -0.59677 1.14531 1.93859 0.2 -0.1 -1.9
H -2.26195 2.15680 -0.35981 -0.5 -0.3 -0.1
H -2.76655 0.67083 0.60615 1.1 0.5 -0.6
```
Positions in Å, forces in eV/Å.

Results
- structure (SMILES) = [S-]CCCNCC[S-]
- orbital gap (eV) = 5.932
- charge = -2
- energy above the lowest of the compared OMol25 structures with the same formula, charge and spin (kcal/mol) = 30.6

These are the Mulliken partial charges, in e, on atoms 1 to 6: -0.75, -0.76, -0.07, -0.68, -0.53, -0.55

[3]
C10H13AlCl3GeNOPS2Se3Te | ωB97M-V with the def2-TZVPD basis set

Geometry as XYZ:
```
37
Properties=species:S:1:pos:R:3:forces:R:3
Te 1.68542 1.90667 -2.62810 0.0 0.1 -0.2
Se 2.13458 3.01099 -0.44393 -0.1 -0.2 0.3
Se 1.93949 -0.43708 -2.00789 -0.2 0.0 0.3
Se 1.49230 1.46658 1.10078 0.2 0.4 0.1
Ge -1.54971 1.55079 -1.05372 0.1 0.0 -0.4
Cl -1.55599 3.74783 -1.17254 0.0 0.0 0.1
Cl -2.01473 1.08371 -3.23549 0.0 0.0 0.2
Cl -3.57173 1.11795 -0.24848 0.1 0.1 0.1
S 0.21991 -3.00684 3.16756 0.0 0.0 0.0
S -1.18811 -0.55312 1.91687 0.2 -0.1 0.1
P -1.66350 -2.42155 -1.81352 0.0 0.0 0.1
Al 0.18853 -0.30345 -0.09812 0.0 0.1 -0.6
O -0.93108 -1.30916 -1.10527 0.0 -0.1 0.1
N 0.89332 -1.81309 0.99362 0.0 -0.1 0.0
C -1.19793 -3.98147 -1.07790 0.0 -0.1 0.0
C 1.78119 -2.87849 1.11368 0.0 0.1 -0.1
C 2.78677 -3.22727 0.21545 0.0 0.0 0.0
C 3.55128 -4.34835 0.48165 0.0 0.0 0.0
C -3.41370 -2.17777 -1.64083 -0.1 0.0 0.0
C -1.23765 -2.47885 -3.53774 0.0 0.0 -0.1
C 2.33366 -4.77507 2.52451 0.0 0.0 0.0
C 3.32913 -5.11738 1.62530 0.0 0.0 0.0
C 0.01076 -1.76257 1.97981 0.0 0.0 0.1
C 1.56209 -3.65217 2.25658 0.0 0.0 0.0
H -1.49106 -3.98661 -0.02701 0.0 0.0 0.0
H -0.11292 -4.08196 -1.14621 0.0 0.0 0.0
H 4.33914 -4.62906 -0.20466 0.0 0.0 0.0
H -1.67332 -4.81656 -1.59370 0.0 0.0 0.0
H -3.66129 -1.21543 -2.09252 0.0 0.0 0.0
H -3.64867 -2.12967 -0.57701 0.0 0.0 0.0
H 2.96152 -2.61951 -0.66180 0.0 0.0 0.0
H 3.93948 -5.99023 1.81372 0.0 0.0 0.0
H -0.16106 -2.62799 -3.62691 0.0 0.0 0.0
H -1.50615 -1.52395 -3.99170 0.0 0.0 0.0
H -3.97962 -2.97771 -2.12052 0.0 0.0 0.0
H 2.16303 -5.36746 3.41381 0.0 0.0 0.0
H -1.77244 -3.29443 -4.02805 0.0 0.0 0.0
```
Positions in Å, forces in eV/Å.

Results
- orbital gap (spin up / spin down) (eV) = 7.188 / 5.317
- 2S+1 = 2
- energy above the lowest of the compared OMol25 structures with the same formula, charge and spin (kcal/mol) = 0.0
- ⟨S²⟩ = 0.76

These are the Mulliken partial charges, in e, on atoms 1 to 6: 0.08, -0.04, -0.23, -0.12, 0.87, -0.39

[4]
C9H9NS | ωB97M-V with the def2-TZVPD basis set

Geometry as XYZ:
```
20
Properties=species:S:1:pos:R:3:forces:R:3
S -0.18334 -0.23149 2.21201 -0.6 0.7 -0.8
N 2.67429 -0.84666 0.64607 0.1 -0.4 -0.1
C -1.66756 0.52543 -1.33601 2.6 -0.3 0.8
C 3.08962 -2.25808 0.81686 -1.3 0.2 -4.6
C -0.57602 0.70110 -0.31629 -0.6 0.8 -0.4
C -0.96535 1.37636 1.96064 -0.3 -0.9 1.4
C 0.27306 -0.20623 0.44155 0.1 -0.5 1.1
C -2.75767 -0.10427 -1.54473 -3.1 -0.7 -3.2
C -1.02972 1.68866 0.66158 -0.3 0.1 1.8
C -0.46378 1.20629 -1.74682 2.4 -1.2 -2.7
C 1.54510 -0.47968 0.41086 0.9 -1.0 -0.4
H -0.42722 2.25298 -2.02430 -0.2 0.2 0.6
H 0.27684 0.65207 -2.51755 -1.8 0.9 2.0
H -3.25240 -0.66996 -0.75726 0.0 0.1 -0.3
H 3.94548 -2.41875 0.09479 -1.2 -0.2 0.6
H 3.50402 -2.27750 1.71527 1.8 -0.3 4.1
H 2.25463 -3.02940 0.75952 1.0 1.1 -0.3
H -3.21942 -0.04646 -2.65440 0.8 -0.3 2.8
H -1.59918 2.44575 0.22598 -0.8 1.6 -0.1
H -1.42138 1.71983 2.95224 0.6 0.2 -2.1
```
Positions in Å, forces in eV/Å.

Results
- structure (SMILES) = C=C1C[C@@]12C=CSC2=C=NC
- orbital gap (eV) = 8.308
- energy above the lowest of the compared OMol25 structures with the same formula, charge and spin (kcal/mol) = 124.5

These are the Mulliken partial charges, in e, on atoms 1 to 6: -0.16, -0.44, -0.09, -0.81, 1.16, -0.35

[5]
C2H7O4 | ωB97M-V with the def2-TZVPD basis set

Geometry as XYZ:
```
13
Properties=species:S:1:pos:R:3:forces:R:3
O -2.44002 -1.84535 -0.72515 0.3 0.5 0.9
O -0.49891 1.19642 -1.67064 -0.3 -1.5 0.9
O -0.08352 0.22461 3.04217 0.3 -0.2 0.5
O -0.29738 -0.01139 0.33578 0.2 0.9 -3.4
C 1.66803 0.33325 -1.06121 -1.3 -1.8 1.7
C 0.07163 0.43597 -0.85793 1.3 0.7 2.1
H -0.44213 1.06252 3.32762 -0.1 0.2 -0.1
H -2.07498 -1.23697 -1.38977 -0.1 -0.1 0.5
H 0.02778 0.28283 2.07485 -0.3 -0.1 -0.4
H 2.15282 0.05180 -1.95585 -0.3 -0.5 -1.7
H -2.10796 -1.46459 0.13485 -0.1 -0.3 -1.4
H 2.08672 -0.37783 -0.30013 -0.3 1.1 -0.3
H 1.93792 1.34872 -0.95460 0.7 1.1 0.8
```
Positions in Å, forces in eV/Å.

Results
- orbital gap (eV) = 8.881
- charge = -1
- energy above the lowest of the compared OMol25 structures with the same formula, charge and spin (kcal/mol) = 18.5

These are the Mulliken partial charges, in e, on atoms 1 to 6: -0.69, -0.65, -0.67, -0.76, -0.98, 0.51

[6]
C31H22KN6O4 | ωB97M-V with the def2-TZVPD basis set

Geometry as XYZ:
```
64
Properties=species:S:1:pos:R:3:forces:R:3
K 0.41128 -0.00004 -1.27759 0.9 0.0 -0.5
O -2.29487 3.58581 -1.25509 0.1 0.2 0.0
O -2.29493 -3.58590 -1.25518 0.1 -0.2 0.0
O -4.76213 0.00048 4.20217 0.0 0.0 -0.1
O -3.52417 -0.00012 6.01908 0.0 0.0 0.0
N -1.48125 1.42646 -1.68172 -0.2 0.9 -0.1
N 1.09185 -2.54612 -1.60774 0.1 -0.3 0.0
N 0.92762 -0.00004 1.29794 1.0 0.0 -0.1
N 2.85893 -0.00003 -0.66523 0.7 0.0 0.5
N -1.48131 -1.42648 -1.68173 -0.2 -0.9 -0.1
N 1.09181 2.54606 -1.60785 0.1 0.3 0.0
C -2.68037 0.72503 -1.60364 -0.9 -0.3 0.1
C 0.11226 -4.70771 -1.36914 0.1 -0.1 0.0
C 1.35521 -5.30349 -1.30808 0.0 0.1 0.0
C -3.93462 1.36697 -1.48442 0.3 0.1 -0.1
C -1.12709 0.00020 4.40290 -0.3 0.0 0.1
C 3.21277 -0.00002 0.62305 0.9 0.0 -0.7
C -1.40494 2.73980 -1.48927 -0.5 -0.6 -0.1
C 5.16171 0.00007 -1.30876 0.0 0.0 0.3
C -0.01198 0.00015 3.59581 0.4 0.0 -0.2
C 2.15497 -0.00004 1.62806 -0.9 0.0 0.6
C 5.53810 0.00008 0.02721 0.1 0.0 -0.3
C 3.80119 -0.00003 -1.58938 0.1 0.0 -0.2
C 1.35519 5.30345 -1.30813 0.0 -0.1 0.0
C 0.00782 3.31869 -1.51649 0.0 0.3 0.1
C -1.40502 -2.73994 -1.48929 -0.5 0.6 -0.1
C -2.41314 0.00005 3.85381 0.4 0.0 -0.4
C 0.11223 4.70769 -1.36917 0.1 0.1 0.0
C 2.28711 -3.13203 -1.53683 0.0 -0.1 -0.1
C 4.55919 -0.00001 1.00216 -0.3 0.0 0.2
C -3.93471 -1.36702 -1.48438 0.3 -0.1 -0.1
C 0.00785 -3.31870 -1.51647 0.0 -0.3 0.1
C -2.68046 -0.72518 -1.60366 -0.9 0.3 0.1
C -1.42356 -0.00006 1.65103 0.6 0.0 -0.2
C -2.53778 -0.00006 2.46366 -0.3 0.0 0.3
C -5.13133 -0.69234 -1.34950 -0.2 0.3 0.0
C 2.48077 -4.49333 -1.38815 0.1 0.0 0.0
C -5.13124 0.69234 -1.34955 -0.2 -0.3 0.0
C 2.28706 3.13200 -1.53688 0.0 0.1 -0.1
C -3.65911 0.00011 4.66547 -0.3 0.0 0.2
C 2.48076 4.49327 -1.38820 0.1 0.0 0.0
C -0.13306 0.00004 2.19873 -0.9 0.0 0.8
H -0.96491 0.00034 5.47564 0.0 0.0 0.0
H -3.53033 -0.00009 2.03131 0.0 0.0 -0.1
H 5.89722 0.00009 -2.10058 0.0 0.0 0.0
H 0.96625 0.00027 4.06006 0.0 0.0 0.0
H -6.05948 -1.24373 -1.24071 0.0 0.0 0.0
H 3.48300 4.89995 -1.33719 0.0 0.0 0.0
H 1.45300 6.37636 -1.19426 0.0 0.0 0.0
H -3.94280 2.44196 -1.49055 0.1 0.0 0.0
H 1.45304 -6.37640 -1.19419 0.0 0.0 0.0
H -0.80216 5.27628 -1.29374 0.0 -0.1 0.0
H 2.50024 -0.00011 2.66715 0.0 0.0 0.0
H -0.80215 -5.27628 -1.29378 0.0 0.1 0.0
H 3.14485 2.47086 -1.60337 0.0 0.0 0.0
H 4.82630 0.00004 2.05199 0.0 0.0 0.0
H 3.44988 -0.00011 -2.61847 0.0 0.0 0.0
H 6.58577 0.00015 0.30028 0.0 0.0 0.0
H 3.14492 -2.47092 -1.60328 0.0 0.0 0.0
H -2.59727 -0.00046 6.27088 0.1 0.0 0.0
H -1.53467 -0.00015 0.57165 -0.1 0.0 0.1
H 3.48305 -4.89990 -1.33715 0.0 0.0 0.0
H -3.94298 -2.44201 -1.49046 0.1 0.0 0.0
H -6.05937 1.24378 -1.24077 0.0 0.0 0.0
```
Positions in Å, forces in eV/Å.

Results
- orbital gap (eV) = 4.224
- charge = -1
- energy above the lowest of the compared OMol25 structures with the same formula, charge and spin (kcal/mol) = 10.5

These are the Mulliken partial charges, in e, on atoms 1 to 6: 0.57, -0.86, -0.86, -0.55, -0.52, -0.02

[7]
C4H5N3 | ωB97M-V with the def2-TZVPD basis set

Geometry as XYZ:
```
12
Properties=species:S:1:pos:R:3:forces:R:3
N -2.28845 0.44123 0.11438 -0.1 -0.1 0.0
N 1.19199 0.88322 -0.09713 0.8 -0.3 -0.2
N 1.98270 -2.47865 -0.10095 -1.1 0.0 0.1
C 0.83824 -2.32275 -0.05782 1.1 -0.1 0.0
C -0.10075 1.18211 -0.03898 -0.2 -0.1 0.0
C -1.00392 0.09476 0.05939 -0.1 0.4 0.0
C 2.30126 0.54208 -0.27104 -0.9 0.3 0.2
H -0.19237 -1.97408 -0.01136 0.2 0.0 0.0
H -2.98766 -0.27961 0.20052 0.1 0.2 0.0
H -0.32140 2.25260 -0.06768 0.0 -0.2 0.0
H 3.22842 0.26652 0.19600 -0.1 0.0 0.0
H -2.64807 1.39256 0.07467 0.1 -0.1 0.0
```
Positions in Å, forces in eV/Å.

Results
- orbital gap (spin up / spin down) (eV) = 8.691 / 8.690
- energy above the lowest of the compared OMol25 structures with the same formula, charge and spin (kcal/mol) = 121.5

These are the Mulliken partial charges, in e, on atoms 1 to 6: -0.27, 0.04, -0.47, 0.29, -0.33, -0.36

[8]
C31H47N4NiOS3Si4Te | ωB97M-V with the def2-TZVPD basis set

Geometry as XYZ:
```
92
Properties=species:S:1:pos:R:3:forces:R:3
Te -0.53250 -2.43250 -0.61270 -0.5 -2.2 -0.6
Ni -0.00030 -0.18910 0.00140 -0.5 1.6 -1.2
S -1.38700 -0.45350 7.21920 0.5 0.3 -0.4
S 2.16930 -0.23530 -0.39720 -0.3 -0.2 0.0
S 3.88500 2.16240 -0.41310 0.3 0.3 0.1
Si -2.11570 -5.69680 -0.71030 -0.9 -0.1 -0.3
Si 1.74340 -5.59400 -1.53820 0.4 -0.3 -0.6
Si 0.02550 -4.84540 -0.06980 0.2 0.4 0.0
Si 0.50270 -5.46380 2.18680 0.1 -0.4 0.6
O -1.94530 -0.08940 -0.11970 0.5 -0.4 0.3
N 1.28630 2.30510 -0.25740 0.5 1.0 0.0
N 0.02290 1.78790 -0.24230 -0.5 -0.7 0.5
N 1.01560 0.55920 7.06220 -0.3 -0.5 -0.7
N 0.11880 -0.15890 2.10540 -0.2 0.2 2.0
C 3.50340 -5.06980 -0.98960 -0.7 0.0 0.0
C -2.74690 0.90410 -0.20800 0.3 0.5 0.1
C -4.12950 0.63310 -0.36410 -0.2 0.0 0.0
C 1.15280 0.40840 4.18950 -0.8 -0.2 1.3
C 3.12840 2.87220 -5.33090 -0.1 0.0 -0.1
C -0.98140 -0.52090 2.79740 0.5 0.1 -1.0
C -0.05360 0.06110 6.34750 -0.5 0.0 3.2
C 1.15500 0.30340 2.82490 -0.3 -0.2 -1.0
C 1.46510 -4.91460 -3.30560 -0.1 0.0 0.7
C 4.51710 3.49290 -3.47790 -0.1 0.0 0.0
C 2.26120 1.47540 -0.35960 -0.2 0.0 0.1
C -0.60650 4.04630 0.43410 0.2 -0.1 -0.1
C -5.06080 1.63570 -0.34160 0.1 -0.1 0.1
C -4.66210 2.96400 -0.19030 -0.1 0.4 0.0
C -2.33410 2.27000 -0.09250 -0.4 -0.6 0.1
C 3.55980 3.80470 -1.19350 0.0 -0.6 0.4
C 2.17110 -4.81090 2.86740 -0.5 0.0 -0.4
C 0.61660 -7.37710 2.29340 0.0 0.6 -0.1
C -1.07890 -0.44830 4.15700 0.6 0.3 1.3
C 0.00780 0.02320 4.92760 0.3 -0.1 -3.1
C -2.31460 -7.60370 -0.64560 0.3 0.6 0.1
C -3.50850 -4.98150 0.39580 0.6 -0.1 -0.2
C 2.13920 3.35080 -3.19940 0.0 0.1 0.1
C -0.86640 -4.96190 3.42750 0.4 0.0 -0.5
C -2.56290 -5.18320 -2.50180 0.4 0.0 0.6
C 1.76550 -7.50400 -1.69680 0.0 0.5 0.1
C 2.00590 2.99490 -4.52940 0.0 0.0 -0.1
C -3.32670 3.26180 -0.08280 0.1 0.0 0.0
C -0.94280 2.63440 0.01720 0.8 0.0 -0.2
C 4.38280 3.14130 -4.80800 0.1 0.0 -0.1
C 3.39820 3.58210 -2.65700 0.0 0.1 -0.2
H -1.57830 -8.08950 -1.27480 0.2 -0.1 -0.2
H 1.02370 2.80020 -4.93690 0.0 0.0 0.0
H 3.02680 2.55470 -6.35930 0.0 0.0 -0.1
H 5.49960 3.67470 -3.06240 0.1 0.0 0.0
H 2.27790 -5.14710 -3.98820 0.3 -0.2 0.0
H 3.54200 -4.00290 -0.79740 0.0 0.3 0.0
H -3.45020 -5.36550 1.40910 0.0 -0.1 0.2
H -1.81060 -0.88260 2.20170 0.0 0.0 -0.1
H -2.41000 -4.11380 -2.60910 0.0 0.2 0.0
H 2.22820 -3.73070 2.79060 0.0 0.3 -0.1
H 0.81210 -7.86700 -2.06200 -0.3 -0.1 -0.1
H -2.17470 -7.97000 0.36460 0.1 -0.1 0.3
H -3.59660 -5.40020 -2.75820 -0.2 -0.1 0.2
H 5.25970 3.06300 -5.43670 0.0 0.0 0.0
H -0.59940 -5.18170 4.45810 0.2 -0.1 0.1
H -4.42070 -0.40370 -0.47200 0.1 0.0 0.0
H -3.29560 -7.93140 -0.97740 -0.2 0.1 -0.1
H -4.50310 -5.20230 0.01560 -0.1 -0.2 -0.2
H -1.93020 -5.68170 -3.22880 0.2 -0.1 -0.2
H 0.95340 0.37200 8.05180 0.0 0.1 -0.1
H 1.35770 -3.83540 -3.27580 -0.1 0.2 0.1
H -1.97950 -0.76730 4.65670 -0.1 0.0 0.0
H 4.43320 4.40890 -0.95270 0.0 0.0 0.0
H 0.80120 -7.73720 3.30180 0.0 0.1 0.3
H 1.93550 0.44770 6.66470 0.0 0.2 0.0
H -3.03390 4.29670 0.00450 0.0 0.1 0.0
H -1.79040 -5.48910 3.21420 -0.2 -0.1 -0.1
H 4.25700 -5.29280 -1.74050 0.0 -0.1 -0.2
H -0.71330 4.73850 -0.40320 0.0 0.1 0.0
H 3.79610 -5.57580 -0.07520 0.0 -0.1 0.2
H -1.07850 -3.89990 3.37010 -0.1 0.3 -0.1
H 3.00800 -5.21880 2.31010 0.2 -0.1 -0.2
H 2.31860 -5.07130 3.91240 -0.1 -0.1 0.2
H 1.26990 3.42200 -2.56200 -0.1 0.0 0.0
H 0.55140 -5.31510 -3.73210 -0.2 -0.1 -0.1
H -0.30400 -7.83510 1.95090 -0.3 -0.1 -0.1
H -3.40490 -3.90190 0.44510 0.1 0.2 0.0
H 2.66710 4.20820 -0.72100 0.1 0.1 0.0
H 2.53280 -7.86560 -2.37520 0.2 0.1 -0.2
H 2.03520 0.58860 2.25960 0.0 0.0 -0.1
H -1.26620 4.36710 1.23770 -0.1 0.0 0.0
H -5.39600 3.75770 -0.15850 0.0 0.0 0.0
H 0.42260 4.06960 0.78320 -0.1 0.1 -0.1
H 1.93970 -7.96910 -0.73390 0.0 -0.1 0.3
H 2.03990 0.77570 4.68170 0.1 0.1 0.0
H 1.41520 -7.75520 1.66550 0.2 -0.1 -0.2
H -6.11320 1.39980 -0.41850 -0.1 -0.1 -0.1
```
Positions in Å, forces in eV/Å.

Results
- orbital gap (spin up / spin down) (eV) = 4.913 / 4.901
- charge = -1
- energy above the lowest of the compared OMol25 structures with the same formula, charge and spin (kcal/mol) = 28.3

These are the Mulliken partial charges, in e, on atoms 1 to 6: -0.57, -0.04, -0.39, -0.39, -0.15, 0.36